Formula: C12H22O
Source: the Open Molecules 2025 dataset
Level of theory: ωB97M-V with the def2-TZVPD basis set

ORCA input file:
```
! wB97M-V def2-TZVPD RIJCOSX def2/J DEFGRID3
* xyz 0 1
O -0.564 1.827 -1.262
C -1.211 -1.060 1.603
C 1.877 0.242 0.828
C -0.127 0.570 -0.830
C 2.035 -1.184 0.263
C -0.553 0.388 1.663
C 0.658 2.375 0.758
C -1.168 -1.630 0.086
C 0.511 0.844 0.600
C 1.061 0.056 -1.684
C -2.717 0.145 -0.666
C 1.712 -1.256 -1.252
C -1.352 -0.499 -0.867
H -0.851 1.742 -2.223
H -2.926 0.980 -1.355
H -2.934 0.539 0.392
H -0.639 -1.828 2.255
H -1.422 1.009 1.492
H 1.446 2.501 1.624
H -0.255 2.928 1.057
H -1.353 -0.997 -1.869
H 2.708 0.831 0.423
H 1.481 -1.931 0.814
H 1.085 -2.137 -1.465
H -0.177 -2.104 -0.071
H -1.979 -2.428 0.015
H -2.248 -0.999 1.986
H -0.285 0.547 2.728
H 3.114 -1.486 0.369
H 0.857 0.024 -2.761
H 1.813 0.862 -1.571
H -3.558 -0.541 -0.966
H 1.149 2.779 -0.160
H 2.194 0.223 1.879
H 2.617 -1.332 -1.831
*
```

Calculated values
- DFT total energy: -14847.488 eV
- Relative energy (zero: lowest compared OMol25 entry of this formula, charge and spin): 12.0 kcal/mol
- Orbital gap: 10.45 eV
- HOMO level: -9.6 eV